(1)
{"formula": "C19H40BrN6O5", "method": "ωB97M-V/def2-TZVPD", "species": ["Br", "C", "C", "O", "N", "C", "H", "H", "H", "H", "H", "H", "H", "C", "C", "O", "N", "C", "H", "H", "H", "H", "H", "H", "H", "C", "C", "O", "N", "C", "H", "H", "H", "H", "H", "H", "H", "C", "C", "O", "N", "C", "H", "H", "H", "H", "H", "H", "H", "C", "C", "O", "N", "C", "H", "H", "H", "H", "H", "H", "H", "N", "C", "C", "C", "C", "H", "H", "H", "H", "H"], "coordinates": [[-2.431, -11.440, -11.810], [-2.708, -10.846, -15.344], [-1.677, -9.802, -14.993], [-1.261, -9.059, -15.838], [-1.328, -9.669, -13.713], [-0.533, -8.597, -13.095], [-2.396, -11.882, -15.479], [-3.330, -10.636, -16.215], [-3.435, -10.816, -14.533], [-1.613, -10.269, -12.952], [-0.756, -7.666, -13.616], [0.543, -8.731, -13.213], [-0.889, -8.296, -12.110], [-1.319, -14.181, -10.632], [-1.948, -13.979, -9.302], [-1.781, -14.872, -8.455], [-2.570, -12.801, -9.113], [-3.088, -12.481, -7.840], [-1.630, -15.111, -11.108], [-0.263, -14.248, -10.370], [-1.478, -13.337, -11.304], [-2.641, -12.140, -9.873], [-3.835, -13.229, -7.575], [-3.534, -11.494, -7.958], [-2.304, -12.456, -7.082], [0.149, -13.860, -12.258], [0.832, -12.604, -11.566], [1.890, -12.733, -11.002], [0.168, -11.405, -11.714], [0.754, -10.216, -11.100], [-0.873, -13.513, -12.413], [0.211, -14.771, -11.664], [0.591, -14.085, -13.228], [-0.785, -11.306, -12.034], [1.213, -9.586, -11.861], [1.463, -10.341, -10.282], [0.020, -9.512, -10.708], [-2.976, -7.616, -13.365], [-4.243, -8.484, -13.508], [-5.240, -8.014, -14.115], [-4.323, -9.640, -12.886], [-5.387, -10.618, -12.986], [-2.548, -7.411, -14.346], [-2.348, -8.234, -12.723], [-3.315, -6.667, -12.951], [-3.473, -9.887, -12.399], [-5.797, -10.846, -12.002], [-4.859, -11.535, -13.247], [-6.170, -10.460, -13.729], [-3.901, -12.704, -14.462], [-4.031, -13.893, -13.600], [-4.161, -15.069, -14.041], [-4.036, -13.632, -12.291], [-4.288, -14.408, -11.107], [-4.743, -12.023, -14.338], [-3.871, -13.213, -15.426], [-2.973, -12.177, -14.243], [-3.720, -12.682, -12.159], [-3.643, -13.878, -10.406], [-4.099, -15.481, -11.066], [-5.361, -14.360, -10.921], [-4.000, -10.517, -10.036], [-5.030, -11.457, -9.899], [-5.557, -11.147, -8.629], [-4.946, -9.977, -8.108], [-3.923, -9.729, -8.914], [-3.225, -10.571, -10.682], [-5.095, -12.275, -10.601], [-6.364, -11.742, -8.227], [-5.168, -9.537, -7.147], [-3.144, -8.990, -8.800]], "lumo_energy_ev": 2.54, "homo_lumo_gap_ev": 8.911, "total_charge": -1}

(2)
{"formula": "C19H40MnO9P2Si4", "method": "ωB97M-V/def2-TZVPD", "species": ["Mn", "O", "P", "O", "O", "O", "P", "O", "O", "O", "H", "H", "C", "C", "O", "H", "H", "H", "C", "C", "O", "C", "C", "C", "C", "C", "C", "H", "H", "H", "H", "H", "H", "H", "H", "C", "Si", "C", "C", "Si", "Si", "C", "C", "C", "Si", "C", "C", "C", "H", "H", "H", "H", "H", "H", "H", "H", "H", "H", "H", "H", "H", "H", "H", "H", "H", "H", "H", "H", "H", "H", "H", "H", "H", "H", "H"], "coordinates": [[0.602, -0.875, -0.932], [0.532, -4.738, -3.031], [0.340, -3.695, -1.835], [-0.817, -4.121, -1.002], [0.430, -2.289, -2.416], [1.711, -3.919, -1.005], [1.936, -3.187, 0.461], [0.480, -3.246, 1.137], [2.946, -3.902, 1.248], [2.195, -1.713, 0.127], [1.180, -4.404, -3.662], [-0.172, -3.669, 0.529], [1.984, -0.134, -3.567], [1.771, 0.354, -2.131], [2.462, 1.278, -1.774], [2.496, 0.653, -4.124], [1.053, -0.415, -4.058], [2.623, -1.019, -3.524], [-3.207, -2.185, 0.599], [-2.406, -1.740, -0.584], [-1.313, -1.225, -0.398], [-2.938, -1.923, -1.959], [-3.949, -2.841, -2.220], [-4.397, -3.039, -3.516], [-3.855, -2.301, -4.561], [-2.877, -1.352, -4.297], [-2.421, -1.165, -3.004], [-2.814, -1.704, 1.491], [-3.094, -3.267, 0.709], [-4.264, -1.949, 0.481], [-4.349, -3.446, -1.417], [-5.165, -3.775, -3.714], [-4.192, -2.470, -5.576], [-2.470, -0.758, -5.105], [-1.667, -0.420, -2.786], [-0.845, -0.851, 3.228], [-0.814, 0.882, 2.471], [-0.488, 1.973, 3.982], [-2.607, 1.331, 2.001], [0.521, 1.064, 0.514], [2.750, 0.507, 1.682], [2.739, -0.696, 3.113], [2.895, 2.202, 2.545], [4.245, 0.496, 0.562], [0.526, 3.362, -0.030], [0.715, 4.566, 1.414], [-1.199, 3.746, -0.724], [1.725, 4.038, -1.310], [-1.829, -1.111, 3.631], [-0.121, -0.930, 4.041], [-0.568, -1.612, 2.495], [-1.271, 1.800, 4.727], [-0.486, 3.037, 3.740], [0.473, 1.741, 4.445], [-3.344, 0.907, 2.693], [-2.847, 0.978, 0.994], [-2.737, 2.417, 2.002], [1.886, -0.509, 3.766], [3.653, -0.574, 3.701], [2.694, -1.732, 2.777], [2.019, 2.455, 3.144], [3.048, 2.998, 1.813], [3.765, 2.194, 3.217], [4.406, -0.495, 0.138], [5.144, 0.802, 1.107], [4.076, 1.188, -0.260], [0.021, 4.339, 2.225], [0.509, 5.587, 1.075], [1.721, 4.548, 1.832], [-1.955, 3.710, 0.065], [-1.480, 3.000, -1.475], [-1.247, 4.733, -1.194], [2.760, 3.882, -0.996], [1.564, 5.108, -1.470], [1.612, 3.520, -2.264]], "spin_multiplicity": 5, "lumo_energy_ev": [1.86, 1.77], "homo_lumo_gap_ev": [6.544, 6.422], "total_charge": -1, "de_lowest_kcal_mol": 33.4}

(3)
{"formula": "C19H40NO2SSi", "method": "ωB97M-V/def2-TZVPD", "species": ["C", "Si", "C", "C", "C", "C", "C", "C", "C", "N", "C", "C", "C", "S", "H", "H", "H", "H", "H", "H", "H", "H", "H", "H", "H", "H", "H", "H", "H", "H", "H", "H", "H", "H", "C", "C", "O", "C", "C", "H", "H", "H", "H", "H", "H", "H", "H", "H", "H", "C", "C", "O", "C", "C", "H", "H", "H", "H", "H", "H", "H", "H", "H", "H"], "coordinates": [[-2.068, -0.783, 1.899], [-1.596, 0.006, 0.271], [0.261, 0.185, 0.174], [-2.406, 1.676, 0.158], [-2.313, -1.075, -1.164], [-3.231, -2.069, -0.867], [-3.843, -2.823, -1.859], [-3.523, -2.581, -3.188], [-2.616, -1.594, -3.462], [-2.042, -0.876, -2.478], [-1.038, 0.125, -2.894], [0.357, -0.488, -2.995], [1.484, 0.525, -2.800], [3.008, -0.244, -2.196], [-1.189, -0.764, 2.542], [-2.399, -1.817, 1.858], [-2.844, -0.189, 2.380], [0.535, 1.076, -0.389], [0.791, -0.672, -0.240], [0.612, 0.322, 1.197], [-3.442, 1.611, 0.489], [-1.893, 2.326, 0.868], [-2.390, 2.130, -0.831], [-3.483, -2.246, 0.165], [-4.561, -3.585, -1.594], [-3.969, -3.140, -3.996], [-2.319, -1.352, -4.471], [-1.359, 0.481, -3.870], [-1.087, 0.971, -2.215], [0.457, -1.319, -2.298], [0.458, -0.903, -3.999], [1.734, 0.997, -3.747], [1.193, 1.325, -2.125], [3.008, 0.279, -0.972], [-5.710, 4.242, 4.786], [-4.702, 3.281, 4.183], [-4.391, 3.538, 2.821], [-3.837, 4.815, 2.548], [-2.523, 5.088, 3.261], [-6.632, 4.245, 4.205], [-5.944, 3.935, 5.805], [-5.330, 5.263, 4.831], [-5.111, 2.270, 4.181], [-3.789, 3.255, 4.788], [-4.559, 5.608, 2.764], [-3.676, 4.821, 1.469], [-2.640, 5.116, 4.344], [-2.129, 6.055, 2.949], [-1.786, 4.320, 3.020], [5.397, -3.506, -1.903], [5.764, -3.642, -0.434], [6.887, -4.460, -0.185], [8.107, -4.043, -0.773], [8.579, -2.671, -0.326], [5.228, -4.488, -2.347], [4.484, -2.917, -2.001], [6.177, -3.005, -2.477], [4.949, -4.126, 0.106], [5.898, -2.649, 0.014], [8.045, -4.088, -1.867], [8.828, -4.801, -0.466], [7.898, -1.878, -0.637], [9.553, -2.457, -0.766], [8.674, -2.633, 0.759]], "lumo_energy_ev": -4.04, "homo_lumo_gap_ev": 7.036, "total_charge": 1, "de_lowest_kcal_mol": 0.0}

What are the maximum force values for these records? In order: 0.0928 0.0432 0.0072 hartree/bohr.